# C36H27BiBrN5O7Se2

A structure of composition C36H27BiBrN5O7Se2 (the ωB97M-V functional and the def2-TZVPD basis, the OMol25 dataset).

Values from the calculation:
- relative energy (zero: lowest compared OMol25 entry of this formula, charge and spin) (kcal per mole) = 0.0
- spin multiplicity = 1
- DFT total energy (eV) = -266126.4125
- frontier orbital gap (hartree) = 0.265
- LUMO energy (eV) = -0.61
- highest occupied orbital energy (eV) = -7.82

Atoms and positions in Å:
Bi 0.39191 1.31118 0.44497
O 4.31180 -1.24421 1.07156
C 3.71839 -2.23885 1.75656
C 4.53786 -3.12409 2.45972
C 3.99565 -4.17106 3.17825
C 2.61957 -4.36708 3.20175
C 1.80229 -3.49240 2.50948
C 2.32921 -2.42541 1.78609
C 1.37894 -1.47984 1.08090
O 1.94085 -0.26188 0.77092
N 0.87715 -2.14438 -0.15383
N 0.53369 -1.33114 -1.12877
C 0.34836 -1.71787 -2.33109
C 0.03838 -0.75156 -3.36754
Br 0.51785 1.06565 -2.93735
C -0.43565 -1.00531 -4.59043
C -0.92406 -2.31495 -5.04421
C -0.66775 -2.72959 -6.35274
C -1.10900 -3.96219 -6.80309
C -1.83454 -4.79501 -5.96267
C -2.12941 -4.37903 -4.67254
C -1.67842 -3.15086 -4.21674
H 3.59257 -0.66480 0.72959
H 5.60673 -2.95564 2.42090
H 4.65088 -4.83736 3.72468
H 2.19279 -5.18738 3.76401
H 0.72552 -3.62906 2.52150
H 0.49386 -1.35043 1.73792
H 1.22348 -3.07187 -0.36824
H 0.45629 -2.75721 -2.64266
H -0.45754 -0.20136 -5.31656
H -0.10274 -2.07994 -7.01043
H -0.89172 -4.27019 -7.81764
H -2.18006 -5.75819 -6.31446
H -2.72498 -5.00537 -4.02054
H -1.93133 -2.81750 -3.21758
Se -1.60026 1.80426 2.78364
Se -2.60952 -0.12708 3.67939
C -3.11195 -0.98980 2.01018
C -4.29086 -1.72879 1.95994
C -4.67661 -2.26669 0.74523
C -3.87122 -2.08019 -0.36718
C -2.69402 -1.37187 -0.20803
N -2.31844 -0.83919 0.95764
C 0.10832 1.61167 3.62047
C 0.32877 1.77070 4.97688
C 1.63918 1.72734 5.43097
C 2.67364 1.52792 4.52981
C 2.36554 1.35006 3.19243
N 1.10552 1.39364 2.76415
H -4.88875 -1.85129 2.85254
H -5.60963 -2.80902 0.66270
H -4.15247 -2.46553 -1.33818
H -2.01806 -1.20796 -1.04024
H -0.50321 1.93028 5.64698
H 1.84848 1.86568 6.48345
H 3.70566 1.50815 4.84826
H 3.11015 1.15764 2.43134
O 3.05786 7.04424 1.32611
C 2.57110 5.95344 1.24028
C 1.24862 5.49386 1.84938
O 0.57183 6.09033 2.65252
C 1.01676 4.16721 1.27605
C 2.10940 3.73144 0.54243
O 2.13509 2.53879 -0.00364
C 3.14637 4.76412 0.46578
O 4.22599 4.72364 -0.07119
O -0.03366 3.42071 1.40017
C -3.03414 5.02762 -1.82809
C -1.65472 5.11351 -1.93463
C -0.89291 4.03863 -1.51049
N -1.42424 2.93183 -0.99403
C -2.74851 2.85698 -0.89095
C -3.59450 3.87337 -1.30446
H -3.66239 5.85105 -2.14132
H -1.17414 5.99518 -2.33498
H 0.19057 4.06175 -1.58340
H -3.14534 1.94790 -0.45331
H -4.66606 3.76068 -1.21418

Results of the Mulliken charge analysis, in e, for atoms 1 through 2:
1 Bi 2.754
2 O -0.776

---

# C36H27BrN7O5RbSe

A structure of composition C36H27BrN7O5RbSe (the ωB97M-V functional and the def2-TZVPD basis, the OMol25 dataset).

Values from the calculation:
- relative energy (zero: lowest compared OMol25 entry of this formula, charge and spin) (kcal per mole) = 21.5
- spin multiplicity = 1
- DFT total energy (eV) = -194485.5350
- frontier orbital gap (hartree) = 0.171
- LUMO energy (eV) = 2.37
- highest occupied orbital energy (eV) = -2.29
- total charge = -2

Atoms and positions in Å:
Rb 0.02081 1.64632 -0.10874
C 3.36226 3.39655 -1.52459
C 1.95549 3.64969 -1.99260
C 1.15780 4.59538 -1.34349
C -0.17315 4.77771 -1.68921
C -1.03948 5.75450 -0.93752
C -0.71045 4.00600 -2.72070
C 0.05647 3.06353 -3.39186
C -0.53528 2.21049 -4.47900
C 1.38857 2.89632 -3.01224
H 3.95928 4.31104 -1.56802
H 3.84786 2.63914 -2.13973
H 3.35060 3.04560 -0.48846
H 1.57095 5.14065 -0.50086
H -0.62837 5.95234 0.05323
H -2.04892 5.36110 -0.80986
H -1.11068 6.70863 -1.46750
H -1.76207 4.10954 -2.97066
H -0.16661 2.52063 -5.46096
H -1.62314 2.28477 -4.48207
H -0.28096 1.16510 -4.30810
H 1.97631 2.11375 -3.48094
O 5.95900 -3.31222 2.09285
C 5.46770 -2.29439 2.62654
O 5.72188 -1.77738 3.73342
C 4.38454 -1.56895 1.78723
C 4.01241 -2.04124 0.53175
C 3.02833 -1.37534 -0.17698
N 2.40080 -0.28507 0.27178
C 2.76743 0.17187 1.47297
C 3.74113 -0.43473 2.25766
C 1.98755 1.40265 1.90029
O 0.92608 1.17471 2.54280
O 2.35859 2.51558 1.46806
H 4.50274 -2.92529 0.14427
H 2.71111 -1.72765 -1.15583
H 4.00583 -0.04733 3.23248
Br 2.88363 -5.25051 2.31573
C 1.34474 -5.48458 1.24404
C 0.25743 -6.20305 1.71127
C -0.85838 -6.35400 0.89960
C -0.91089 -5.76226 -0.35552
C 0.20389 -5.06925 -0.82562
C 1.32586 -4.92862 -0.02821
N -2.06163 -6.04035 -1.16742
N -2.59247 -5.17493 -1.89894
C -2.26885 -3.80295 -1.84678
C -2.15717 -3.17590 -3.07791
C -1.64420 -1.89879 -3.22724
C -1.23679 -1.11591 -2.11239
O -0.68225 0.00340 -2.20713
C -1.54580 -1.70975 -0.78976
N -1.31737 -0.92775 0.28735
C -1.56575 -1.39063 1.48818
C -2.13016 -2.65708 1.71019
C -2.38625 -3.45833 0.63317
C -2.04997 -3.02407 -0.66757
H 0.28688 -6.64359 2.69892
H -1.71423 -6.92622 1.23840
H 0.18745 -4.61436 -1.80735
H 2.18226 -4.36703 -0.37566
H -2.41538 -3.76225 -3.95447
H -1.50873 -1.47310 -4.21437
H -1.30229 -0.74441 2.32119
H -2.35261 -2.98401 2.71806
H -2.84366 -4.42926 0.76947
Se -5.60218 4.69463 1.25428
N -5.25491 4.34770 2.96958
C -4.06639 3.79187 2.98963
C -3.38694 3.34394 4.17196
C -2.16421 2.80797 4.00238
C -1.57150 2.69134 2.68389
N -2.14627 3.06367 1.58023
C -3.39635 3.62416 1.70869
N -4.05742 4.05986 0.65974
H -3.86771 3.44677 5.13577
H -1.58099 2.43930 4.83583
H -0.57481 2.23428 2.62341

Results of the Mulliken charge analysis, in e, for atoms 1 through 2:
1 Rb 0.649
2 C -1.318

---

# C36H27CrN6O5PSSe2

A structure of composition C36H27CrN6O5PSSe2 (the ωB97M-V functional and the def2-TZVPD basis, the OMol25 dataset).

Values from the calculation:
- relative energy (zero: lowest compared OMol25 entry of this formula, charge and spin) (kcal per mole) = 5.1
- spin multiplicity = 5
- DFT total energy (eV) = -236190.8008
- frontier orbital gap (alpha / beta) (hartree) = 0.191 / 0.243
- ⟨S²⟩ = 6.08
- LUMO energy (alpha / beta) (eV) = 4.19 / 4.12
- highest occupied orbital energy (alpha / beta) (eV) = -1.00 / -2.51
- total charge = -2

Atoms and positions in Å:
Cr -0.51555 0.61858 0.65818
O -3.46996 0.51514 1.11841
N -2.47568 -0.29724 0.57745
C -2.98715 -1.41114 0.24106
C -2.41403 -2.58839 -0.40544
C -3.27568 -3.68799 -0.46605
C -2.89565 -4.87153 -1.06848
C -1.63015 -4.97982 -1.62352
C -0.76713 -3.89893 -1.57108
C -1.14498 -2.69950 -0.97649
P 0.02090 -1.30085 -0.94766
C 1.45039 -2.27618 -0.29954
C 1.24366 -2.94014 0.90780
C 2.20370 -3.78970 1.42740
C 3.40350 -3.97542 0.75549
C 3.62794 -3.30770 -0.43745
C 2.65414 -2.46929 -0.96690
C 0.54483 -1.02163 -2.66807
C 1.58612 -0.12010 -2.87751
C 2.01682 0.16760 -4.16297
C 1.40735 -0.44155 -5.25090
C 0.36794 -1.33707 -5.04736
C -0.06832 -1.62271 -3.76110
H -3.16362 0.59171 2.07496
H -4.04347 -1.50403 0.47985
H -4.26963 -3.59476 -0.04566
H -3.58933 -5.70139 -1.11543
H -1.31430 -5.89988 -2.09952
H 0.22730 -3.98508 -1.99177
H 0.31667 -2.79077 1.44880
H 2.02516 -4.28010 2.37628
H 4.16495 -4.62685 1.16832
H 4.56479 -3.43364 -0.96682
H 2.84812 -1.97219 -1.90658
H 2.07413 0.35958 -2.04011
H 2.81585 0.88454 -4.30539
H 1.73031 -0.20460 -6.25799
H -0.13319 -1.79555 -5.89075
H -0.91548 -2.27823 -3.61933
O 3.42635 1.09760 0.07381
C 2.28235 1.52606 0.02930
O 1.30241 1.06216 0.72441
C 1.96761 2.71308 -0.85117
C 3.01987 3.58771 -1.11831
C 2.84882 4.71055 -1.90667
C 1.59554 4.95268 -2.46184
C 0.55031 4.08164 -2.22584
C 0.70346 2.94229 -1.41645
S -0.68337 1.86744 -1.36222
H 3.98013 3.34854 -0.67931
H 3.67567 5.38650 -2.08978
H 1.43156 5.82625 -3.08354
H -0.41962 4.25977 -2.67429
Se 1.17319 3.44337 4.65459
N -0.25106 4.54931 4.52165
C -0.94348 4.12250 3.46664
C -2.11944 4.71775 2.99367
C -2.71543 4.18115 1.85664
C -2.16787 3.07259 1.24187
N -1.06611 2.42258 1.67729
C -0.41632 2.94580 2.76098
N 0.69513 2.42774 3.24451
H -2.52283 5.57989 3.50931
H -3.60803 4.61870 1.42960
H -2.61976 2.68053 0.34609
O -2.48456 0.38623 3.51615
C -1.28646 0.11804 3.65123
C -0.65595 0.16238 5.03124
C 0.76163 -0.30142 4.78992
C 0.82541 -0.50703 3.28031
O 1.80781 -0.92120 2.71904
N -0.40283 -0.21514 2.67880
H -1.23951 -0.45524 5.71492
H -0.71262 1.19576 5.37755
H 1.01384 -1.24444 5.27730
H 1.51630 0.43545 5.06027
Se -4.61651 -1.35974 -4.45322
C -3.34498 -0.85916 -3.27304
N -2.52190 -0.59183 -2.49551

Results of the Mulliken charge analysis, in e, for atoms 1 through 2:
1 Cr 0.257
2 O -0.692

---

> What is the formula in the first record?

C36H27BiBrN5O7Se2

---

> Which formula does entry 3 have?

C36H27CrN6O5PSSe2

---

> Which formula does entry 3 have?

C36H27CrN6O5PSSe2

---

> What is the DFT total energy in the third record?

-236190.8008 eV